# 1
Formula: C23H29CuN9O5S
Source: the Open Molecules 2025 dataset
Level of theory: ωB97M-V/def2-TZVPD

The calculation puts the lowest unoccupied orbital energy at 2.26 eV. The calculation puts the electronic energy at -103448.7195 eV. The total charge is -1. As for the frontier orbital gap: 6.6 eV. For the maximum force, the calculation gives 1.08 eV/Å. Its molar mass is 607.156 g mol⁻¹.

Last column: Mulliken charge in e.
Positions of all 68 atoms, in Å:
Cu 0.2677 0.7727 -0.3661  0.077
C -2.1382 1.6327 -5.1069  -1.257
N -1.2377 0.8056 -4.3251  0.135
C 0.1781 1.0262 -4.5608  -0.945
C -1.5839 0.2844 -3.1073  0.183
O -0.7330 -0.0445 -2.2927  -0.144
N -2.9599 0.1288 -2.8992  0.248
C -3.6588 -0.7954 -3.7697  -1.147
C -3.3882 0.0610 -1.5119  -0.540
H -1.7063 2.6297 -5.2279  0.396
H -3.0889 1.7292 -4.5928  0.431
H -2.3054 1.2010 -6.0986  0.300
H 0.3627 1.0445 -5.6356  0.394
H 0.7451 0.2214 -4.1014  0.198
H 0.5128 1.9691 -4.1174  0.311
H -3.2316 -0.7810 -4.7710  0.388
H -4.7145 -0.5190 -3.8281  0.317
H -3.5967 -1.8232 -3.3858  0.316
H -2.6884 0.6289 -0.9127  -0.186
H -3.4299 -0.9691 -1.1360  0.219
H -4.3749 0.5172 -1.4200  0.355
O 0.3997 2.6083 -0.8170  -0.600
N -0.8862 2.7036 -0.8426  0.269
C -1.4774 3.3564 0.1543  0.526
C -2.8771 3.5770 0.0613  0.076
N -4.0099 3.7934 0.0169  -0.632
C -0.8560 3.8748 1.3246  0.290
N -0.3931 4.3025 2.2899  -0.615
C 2.5950 2.7706 4.0420  -1.301
C 2.4154 1.2852 4.3530  -1.068
C 2.6786 0.3887 3.1419  2.289
C 2.6084 -1.1199 3.5265  -0.971
C 1.2714 -1.5507 4.1282  -1.210
C 4.0976 0.5709 2.6283  -0.156
O 5.0416 0.8524 3.3436  -0.697
N 4.2579 0.2812 1.3079  0.057
C 3.2171 0.0152 0.3782  -0.058
O 3.5351 -0.4242 -0.7138  -0.736
N 1.9595 0.3016 0.7688  0.316
C 1.6458 0.6189 2.0400  -0.563
O 0.5135 1.0066 2.3413  -0.648
H 2.3318 3.3693 4.9148  0.423
H 1.9394 3.0697 3.2240  0.293
H 3.6295 2.9889 3.7767  0.311
H 1.3886 1.1205 4.6771  0.446
H 3.0959 0.9858 5.1536  0.374
H 3.4173 -1.3171 4.2348  0.494
H 2.8006 -1.7107 2.6270  0.370
H 1.1566 -1.1778 5.1460  0.330
H 1.2097 -2.6395 4.1554  0.419
H 0.4431 -1.1725 3.5285  0.234
H 5.1934 0.2964 0.9336  0.300
N -2.1235 -0.1182 1.7434  -0.192
C -1.5918 -1.1463 1.0584  -0.170
N -0.5902 -1.0570 0.2495  1.251
C -0.2801 -2.2588 -0.3524  -0.236
C 0.7661 -2.4782 -1.2424  -0.554
C 0.9372 -3.7467 -1.7678  -0.961
C 0.0917 -4.7969 -1.4128  -0.537
C -0.9408 -4.5992 -0.5095  -0.541
C -1.1174 -3.3274 0.0106  0.804
S -2.3091 -2.7749 1.1621  -0.444
H -1.4712 0.6503 1.8948  0.127
H -2.7871 -0.3099 2.4712  0.294
H 1.4332 -1.6581 -1.4762  0.337
H 1.7512 -3.9247 -2.4590  0.423
H 0.2469 -5.7837 -1.8308  0.381
H -1.5884 -5.4158 -0.2166  0.406

# 2
Formula: C31H43N8O2SiTa
Source: the Open Molecules 2025 dataset
Level of theory: ωB97M-V/def2-TZVPD

The calculation puts the lowest unoccupied orbital energy at -5.84 eV. The calculation puts the electronic energy at -58278.1070 eV. The total charge is +2. As for the frontier orbital gap: 7.6 eV. For the maximum force, the calculation gives 1.15 eV/Å. Its molar mass is 768.773 g mol⁻¹.

Last column: Mulliken charge in e.
Positions of all 86 atoms, in Å:
Ta -0.4188 -0.2170 0.5010  2.386
O 0.2788 -0.5546 2.2004  -0.676
C 1.3200 -0.2883 3.0522  0.559
C 1.1451 -0.4702 4.4073  -0.793
C 2.2193 -0.1930 5.2442  -0.609
C 3.4354 0.2541 4.7328  -0.808
C 3.5868 0.4246 3.3696  -1.033
C 2.5180 0.1638 2.5056  1.045
C 2.7052 0.2849 1.0729  -0.590
N 1.7650 0.2293 0.1952  0.424
N 2.2465 0.2126 -1.1331  -1.143
C 1.3329 -0.2955 -1.8813  0.072
O 0.1406 -0.6382 -1.3628  -0.508
C 1.5333 -0.5697 -3.3116  0.675
C 0.4933 -1.0936 -4.0743  -0.027
C 0.6874 -1.3453 -5.4241  -1.025
C 1.9157 -1.0702 -6.0082  -0.424
C 2.9542 -0.5457 -5.2473  -0.757
C 2.7679 -0.2952 -3.8996  -0.556
H 0.1964 -0.8185 4.7915  0.572
H 2.1034 -0.3293 6.3117  0.464
H 4.2593 0.4614 5.4008  0.443
H 4.5306 0.7625 2.9591  0.484
H 3.7177 0.3931 0.6902  0.589
H -0.4608 -1.3109 -3.6133  0.423
H -0.1170 -1.7537 -6.0209  0.426
H 2.0657 -1.2641 -7.0622  0.416
H 3.9090 -0.3325 -5.7084  0.416
H 3.5712 0.1124 -3.3013  0.467
C -3.8543 3.4954 0.4305  -1.161
N -2.4594 3.3003 0.7611  -0.076
C -2.1004 3.6514 2.1648  -1.046
C -1.0581 2.5867 2.5882  -0.498
N -0.6117 2.0310 1.2887  0.416
C 0.3964 2.9304 0.6602  -1.163
C -1.8834 2.0491 0.5646  0.087
N -1.5071 1.2927 -0.6258  -0.327
C -2.6164 0.7952 -1.5380  -0.964
C -3.0450 -1.5117 -0.3840  -1.421
N -1.7468 -1.8459 0.2806  0.771
C -1.5687 -3.0266 0.9119  0.430
N -0.3322 -3.5426 1.0925  0.243
C 0.7855 -3.3809 0.1718  -1.091
C -0.3711 -4.7352 1.9423  -0.583
C -1.8654 -4.9635 2.1575  -0.687
N -2.4860 -3.7910 1.5181  -0.216
C -3.8941 -3.5373 1.8100  -0.885
H -4.1314 4.5274 0.6381  0.382
H -4.5083 2.8414 1.0228  0.318
H -4.0282 3.3253 -0.6287  0.397
H -2.9803 3.5876 2.8086  0.371
H -1.7148 4.6680 2.2113  0.374
H -1.5116 1.7913 3.1765  0.309
H -0.2118 2.9940 3.1350  0.448
H 0.0371 3.9583 0.6283  0.484
H 0.6141 2.5974 -0.3502  0.334
H 1.3029 2.8787 1.2600  0.303
H -2.1688 0.2066 -2.3351  0.082
H -3.1487 1.6420 -1.9649  0.549
H -3.0543 -1.9167 -1.3986  0.133
H -3.8435 -2.0019 0.1559  0.007
H 0.4523 -2.8732 -0.7278  0.385
H 1.1547 -4.3650 -0.1173  0.560
H 1.6103 -2.8334 0.6335  0.090
H 0.1631 -4.5661 2.8764  0.306
H 0.1056 -5.5638 1.4210  0.302
H -2.1271 -4.9676 3.2140  0.476
H -2.2361 -5.8832 1.7066  0.368
H -4.2203 -4.3179 2.4916  0.489
H -4.5185 -3.5965 0.9212  0.236
H -4.0330 -2.5775 2.3082  0.358
C -5.8117 -0.1838 1.3868  -1.142
Si -5.2910 0.0786 -0.3823  0.227
C -6.0492 1.6013 -1.1234  -1.258
C -5.8494 -1.3240 -1.4774  -1.262
C -3.3599 0.0156 -0.4256  2.263
C -2.3656 0.6427 0.5974  -1.121
H -6.7267 0.3706 1.6076  0.489
H -5.0464 0.1613 2.0891  0.330
H -6.0209 -1.2349 1.5997  0.368
H -7.0706 1.3040 -1.3813  0.445
H -5.5757 1.9106 -2.0591  0.405
H -6.1223 2.4618 -0.4636  0.384
H -6.9284 -1.2338 -1.6258  0.421
H -5.6650 -2.3256 -1.0852  0.295
H -5.3923 -1.2605 -2.4699  0.350

# 3
Formula: C4H8N2O2
Source: the Open Molecules 2025 dataset
Level of theory: ωB97M-V/def2-TZVPD

The calculation puts the lowest unoccupied orbital energy (spin up / spin down) at 0.10 / 0.09 eV. The calculation puts the electronic energy at -11347.2326 eV. As for the frontier orbital gap (spin up / spin down): 7.8 / 7.8 eV. For the maximum force, the calculation gives 0.92 eV/Å. Its molar mass is 116.120 g mol⁻¹.

Last column: Mulliken charge in e.
Positions of all 16 atoms, in Å:
C 0.6221 -0.2474 1.4849  -0.538
C -1.5826 0.4434 0.3411  -1.297
N 0.5068 -1.5387 0.8214  -0.619
C -0.0895 0.3928 0.3606  0.673
C 0.6056 0.6875 -0.8297  -0.336
O -0.1262 1.3201 -1.8186  -0.488
N 0.7569 -1.1613 -1.3143  0.295
O 1.8324 -1.4901 -1.6030  -0.350
H 0.3527 1.2619 -2.6530  0.335
H -0.4200 -1.9338 0.9805  0.226
H 0.1157 -0.1505 2.4499  0.338
H 1.6673 0.0483 1.5887  0.292
H 1.6641 0.9424 -0.7781  0.425
H -1.9871 -0.0918 -0.5217  0.327
H -2.0109 0.0341 1.2561  0.381
H -1.9072 1.4831 0.2352  0.335

# 4
Formula: C4H20NO6
Source: the Open Molecules 2025 dataset
Level of theory: ωB97M-V/def2-TZVPD

The calculation puts the lowest unoccupied orbital energy at 3.20 eV. The calculation puts the electronic energy at -18248.3082 eV. The total charge is -1. As for the frontier orbital gap: 8.8 eV. For the maximum force, the calculation gives 4.09 eV/Å. Its molar mass is 178.205 g mol⁻¹.

Last column: Mulliken charge in e.
Positions of all 31 atoms, in Å:
C -0.8514 1.4296 1.7025  -0.501
O 0.3166 2.1083 1.3885  -0.635
C -1.6284 0.9002 0.4549  -0.477
C -0.7858 0.1138 -0.4417  0.514
C -0.0917 0.9024 -1.6030  -0.508
N -1.0227 1.4472 -2.6171  -0.495
H -0.7196 0.5543 2.4010  0.220
H -1.5261 2.2052 2.3016  0.302
H -2.5398 0.3870 0.8547  0.333
H -1.9455 1.9004 0.0127  0.255
H 0.0715 -0.3819 0.0883  -0.815
H -1.4584 -0.6916 -0.9134  0.457
H 0.7201 0.3454 -2.2154  0.175
H 0.3445 1.8626 -1.2107  0.265
H -1.2770 2.3454 -2.4321  0.227
H -1.8095 0.9518 -2.8039  0.166
H -0.7782 -1.9897 1.1950  0.346
H 0.5563 -2.6263 1.0802  0.512
O -0.3590 -2.7033 1.5799  -0.848
H 1.0262 1.3535 1.2976  0.466
H 2.9165 0.1895 1.3513  0.128
O 1.9651 0.1093 1.3944  -0.924
H 1.0771 -0.3965 2.7159  0.435
H 0.4168 -1.7373 2.9041  0.402
O 0.5015 -0.9055 3.3226  -0.817
H 1.8631 -2.0047 -0.5020  0.311
H 2.0186 -1.1327 0.8192  0.316
O 2.0497 -2.1970 0.4644  -0.843
H 0.5852 -1.3907 -3.7500  0.330
H 0.2364 0.0232 -4.3516  0.363
O 0.1280 -0.9722 -4.4879  -0.662

# 5
Formula: C14H14S
Source: the Open Molecules 2025 dataset
Level of theory: ωB97M-V/def2-TZVPD

The calculation puts the lowest unoccupied orbital energy at 0.53 eV. The calculation puts the electronic energy at -25576.1726 eV. As for the frontier orbital gap: 8.6 eV. For the maximum force, the calculation gives 5.32 eV/Å. Its molar mass is 214.333 g mol⁻¹.

Last column: Mulliken charge in e.
Positions of all 29 atoms, in Å:
C 3.9983 -0.1043 -0.0745  -0.591
C 3.4882 -0.8350 0.9553  -0.460
C 3.2060 0.8509 -0.6718  -0.914
C 2.1590 -0.5275 1.3400  -0.148
C 1.8195 1.0890 -0.3903  1.132
C 1.3623 0.3069 0.6343  0.030
C 1.0117 2.0435 -1.0791  -0.673
C -0.0287 2.7036 -0.5985  -0.525
C -3.4926 -0.0067 -1.1617  -0.873
C -2.7533 0.3682 -0.1298  -0.519
C -1.3256 -0.1401 1.9899  -1.295
C -0.5327 0.7646 1.0450  0.245
C -1.4755 -0.2091 0.4389  1.913
C -0.9077 -1.3878 -0.3985  -1.773
S -0.6444 2.4983 1.0846  -0.205
H 4.9980 -0.1924 -0.5024  0.358
H 4.0362 -1.4850 1.7513  0.254
H 3.4795 1.2745 -1.5522  0.403
H 1.7953 -1.0058 2.2171  0.372
H 1.3833 2.2875 -2.1084  0.232
H -0.5475 3.5640 -1.0024  0.455
H -4.4595 0.4749 -1.3382  0.254
H -3.1488 -0.7121 -1.8885  0.253
H -3.0866 1.1854 0.5418  0.208
H -0.8211 -0.9231 2.4191  0.291
H -2.0830 0.3661 2.5070  0.341
H -0.3507 -0.9447 -1.2255  0.324
H -1.7284 -2.0481 -0.7082  0.583
H -0.2221 -2.0049 0.1993  0.328

# 6
Formula: C4H9NO2
Source: the Open Molecules 2025 dataset
Level of theory: ωB97M-V/def2-TZVPD

The calculation puts the lowest unoccupied orbital energy at 0.87 eV. The SMILES is COCCNC=O. The calculation puts the electronic energy at -9877.1362 eV. As for the frontier orbital gap: 10.6 eV. For the maximum force, the calculation gives 2.62 eV/Å. Its molar mass is 103.121 g mol⁻¹.

Last column: Mulliken charge in e.
Positions of all 16 atoms, in Å:
C 0.8138 -1.5297 -1.9966  -0.721
O 0.7604 -0.7953 -0.7885  -0.326
C -0.1268 0.2973 -0.8761  -0.448
C -0.5130 0.8556 0.4979  -0.539
N -0.7289 -0.1210 1.5612  -0.453
C -0.3649 0.8180 2.5942  0.108
O -1.1181 1.6369 3.0480  -0.472
H -0.1405 -2.0423 -2.1958  0.312
H 1.0454 -0.8860 -2.8592  0.291
H 1.6039 -2.2789 -1.8997  0.247
H -1.0337 -0.0138 -1.4250  0.379
H 0.3262 1.1246 -1.4416  0.318
H -1.4141 1.4634 0.4101  0.268
H 0.2168 1.6107 1.0354  0.309
H -0.0258 -0.8597 1.4564  0.314
H 0.6993 0.7202 2.8793  0.413

Quick rundown of relative energy (zero: lowest compared OMol25 entry of this formula, charge and spin), same order as above: 93.0, 122.1, 663.8, 87.5, 93.9, 282.2 kJ/mol